Record 1
C49H46BClN5O6SSiZr as an isolated structure, computed with the ωB97M-V functional and the def2-TZVPD basis.

```
111
Properties=species:S:1:pos:R:3
Zr 0.010 1.321 0.470
O -2.305 4.720 0.376
C -1.901 3.579 0.468
O -0.766 3.138 0.056
C -2.789 2.520 1.088
C -3.960 2.941 1.733
C -4.831 1.993 2.174
C -4.556 0.634 1.914
C -5.502 -0.372 2.203
C -5.282 -1.653 1.788
C -4.077 -2.008 1.147
C -3.076 -1.075 0.987
C -3.327 0.289 1.295
N -2.428 1.254 0.929
H -4.134 4.003 1.828
H -5.755 2.257 2.676
H -6.416 -0.099 2.716
H -6.039 -2.410 1.952
H -4.770 -3.997 0.925
H -1.727 -2.582 0.312
S 1.096 2.336 -1.798
C -0.201 1.660 -2.769
N -0.430 2.032 -4.004
N 0.348 3.008 -4.430
C 0.263 3.507 -5.707
C -0.648 2.994 -6.639
C -0.690 3.508 -7.921
C 0.161 4.536 -8.308
C 1.061 5.049 -7.382
C 1.116 4.546 -6.096
N -0.977 0.623 -2.391
N -0.914 0.155 -1.201
C -1.730 -0.969 -1.027
C -2.485 -1.539 -1.988
C -3.389 -2.673 -1.907
C -3.955 -3.422 -0.942
C -3.928 -3.397 0.578
C -1.779 -1.502 0.370
H 1.015 3.391 -3.761
H -1.305 2.196 -6.324
H -1.398 3.104 -8.635
H 0.125 4.933 -9.314
H 1.729 5.852 -7.669
H 1.820 4.951 -5.378
H -2.388 -1.101 -2.972
H -3.698 -2.982 -2.902
H -4.604 -4.208 -1.317
H -3.031 -3.894 0.959
H -0.931 -1.142 0.952
C 5.021 0.570 -3.846
C 3.719 0.285 -4.237
C 2.784 -0.109 -3.296
C 3.118 -0.246 -1.942
C 4.428 0.048 -1.572
C 5.370 0.457 -2.511
Si 1.834 -0.777 -0.617
C 1.151 -2.453 -1.293
C 0.541 -3.334 -0.394
C 0.029 -4.558 -0.797
C 0.117 -4.941 -2.129
C 0.738 -4.097 -3.036
C 1.250 -2.873 -2.621
C 3.003 -1.482 0.759
C 3.652 -2.702 0.528
C 4.550 -3.232 1.442
C 4.827 -2.552 2.620
C 4.201 -1.341 2.865
C 3.303 -0.813 1.945
H 5.754 0.886 -4.579
H 3.424 0.392 -5.276
H 1.766 -0.288 -3.620
H 4.714 -0.022 -0.529
H 6.379 0.691 -2.192
H 0.494 -3.062 0.657
H -0.431 -5.221 -0.073
H -0.284 -5.894 -2.453
H 0.835 -4.393 -4.075
H 1.758 -2.250 -3.343
H 3.452 -3.245 -0.389
H 5.040 -4.177 1.231
H 5.534 -2.960 3.334
H 4.415 -0.794 3.777
H 2.837 0.136 2.154
Cl 0.109 3.274 2.736
C 1.517 4.023 1.939
C 2.492 2.926 1.450
O 3.681 3.143 1.533
O 1.921 1.864 1.002
H 2.010 4.674 2.651
H 1.149 4.582 1.079
C 1.157 -1.387 5.171
C 0.401 -0.108 4.809
C 0.665 0.947 5.877
O 0.938 0.363 3.568
B 0.037 0.228 2.525
O -1.168 -0.234 3.061
C -1.118 -0.342 4.488
C -1.662 -1.712 4.879
C -2.052 0.735 5.043
H 2.211 -1.145 5.304
H 1.087 -2.119 4.367
H 0.774 -1.821 6.096
H 1.742 1.055 6.003
H 0.227 0.647 6.830
H 0.263 1.914 5.581
H -1.110 -2.513 4.391
H -2.703 -1.776 4.557
H -1.621 -1.853 5.961
H -1.742 1.727 4.713
H -2.091 0.711 6.133
H -3.053 0.549 4.650
```

Output
Total charge   -1
HOMO-LUMO gap (spin up / spin down)   4.960 / 4.956 eV
Relative energy (zero: lowest compared OMol25 entry of this formula, charge and spin)   50.2 kcal per mole
Calculated total energy   -3840.0721 Ha
LUMO level (spin up / spin down)   0.039 / 0.038 Eh



Record 2
An isolated molecule of C2H9NO2SSi, computed with the ωB97M-V functional and the def2-TZVPD basis.

```
16
Properties=species:S:1:pos:R:3
C -2.235 -1.144 -0.607
C -1.994 0.313 -0.485
S -0.298 0.807 -0.040
N -0.174 0.413 1.694
O 0.001 2.216 -0.158
O 1.184 0.095 -0.408
Si 2.815 -0.051 -0.203
H -3.120 -1.625 -0.073
H -2.222 -1.467 -1.683
H -1.457 -1.789 0.012
H -2.074 0.947 -1.450
H -0.805 1.139 1.968
H 0.713 0.793 1.964
H 3.566 1.154 -0.899
H 3.330 -0.307 1.180
H 2.770 -1.493 -0.811
```

Output
HOMO-LUMO gap   8.991 eV
Relative energy (zero: lowest compared OMol25 entry of this formula, charge and spin)   31.2 kcal per mole
SMILES string   CC=[S@](N)(=O)O[SiH3]
Calculated total energy   -974.3674 Ha
LUMO level   0.010 Eh



Record 3
An isolated molecule of C4H6Cl2O, computed with the ωB97M-V functional and the def2-TZVPD basis.

```
13
Properties=species:S:1:pos:R:3
O 1.482 -1.560 0.436
C 0.795 -0.765 -0.540
C -0.378 0.007 0.005
C -1.628 -0.431 -0.240
Cl -3.121 0.487 0.020
C -0.079 1.293 0.744
Cl 0.642 2.617 -0.231
H 2.355 -1.799 0.164
H 1.525 -0.059 -0.895
H 0.538 -1.317 -1.441
H -1.750 -1.359 -0.706
H 0.671 1.210 1.508
H -1.053 1.676 1.176
```

Output
HOMO-LUMO gap   10.519 eV
Relative energy (zero: lowest compared OMol25 entry of this formula, charge and spin)   17.1 kcal per mole
SMILES string   OC/C(=C/Cl)CCl
Calculated total energy   -1151.6016 Ha
LUMO level   0.022 Eh



The calculation returns the following max |F| values, one per record and in order: 2.4 3.7 2.3 eV/A.